1.
Density functional theory data (the ωB97M-V functional and the def2-TZVPD basis) for C21H26N4O3 in the gas phase.

Cartesian coordinates (Å):
1 C -4.89649 -0.05778 -1.09008
2 O -3.97315 0.39900 -0.13320
3 C -2.93316 -0.52198 0.11745
4 C -1.98229 -0.76126 -1.07604
5 O -1.70157 -1.90735 -1.38700
6 N -1.48856 0.30903 -1.72447
7 C -1.58092 1.68687 -1.29445
8 C -0.30960 2.09880 -0.52714
9 C 0.81755 1.12059 -0.86999
10 N 2.08306 1.62886 -0.41294
11 N 2.47073 2.86826 -0.69933
12 C 3.64023 3.03709 -0.11528
13 C 4.03509 1.88155 0.56657
14 C 3.00467 0.98898 0.34484
15 N 2.83051 -0.32047 0.80008
16 C 2.63835 -1.39828 -0.02973
17 O 2.60900 -1.29192 -1.23610
18 C 2.42759 -2.68202 0.68892
19 C 1.27908 -3.54420 0.21341
20 C 2.67729 -3.95397 -0.07968
21 C 0.81197 0.87248 -2.38046
22 C -0.46389 0.09737 -2.73554
23 C -2.10057 -0.09293 1.30253
24 C -2.41708 1.03499 2.04619
25 C -1.61967 1.41055 3.11431
26 C -0.50199 0.66504 3.44722
27 C -0.19155 -0.46922 2.71514
28 C -0.98605 -0.84945 1.64973
29 H -5.65056 0.72133 -1.18415
30 H -4.41912 -0.22653 -2.06162
31 H -5.37110 -0.99096 -0.76502
32 H -3.36833 -1.51362 0.33532
33 H -2.46854 1.82924 -0.68294
34 H -1.68488 2.29309 -2.19951
35 H 0.00326 3.10140 -0.81835
36 H -0.48561 2.09248 0.54903
37 H 0.64979 0.17151 -0.35091
38 H 4.15956 3.97031 -0.20307
39 H 4.93139 1.71684 1.12791
40 H 3.04151 -0.48408 1.77276
41 H 2.64353 -2.67314 1.75010
42 H 0.67715 -3.16384 -0.59852
43 H 0.72267 -4.08618 0.96355
44 H 3.03192 -3.83424 -1.09183
45 H 3.10519 -4.78895 0.45350
46 H 1.68700 0.28680 -2.65718
47 H 0.85695 1.83470 -2.89141
48 H -0.26534 -0.97526 -2.76675
49 H -0.85116 0.41203 -3.71002
50 H -3.29085 1.61044 1.78437
51 H -1.87298 2.29000 3.68770
52 H 0.12014 0.96230 4.27853
53 H 0.66839 -1.06676 2.98035
54 H -0.74851 -1.73752 1.08316

Cartesian forces (eV/Å) of the 3 atoms listed first:
C -0.1 -0.1 -0.1
O 0.3 0.0 0.4
C -0.1 -0.3 -0.1

Output
Lowest unoccupied orbital energy: 0.6 eV
E_tot: -1260.56413 Ha
Energy relative to the best compared isomer or geometry (same formula, charge and spin): 58.5 kcal per mole
SMILES: CO[C@@H](C(=O)N1CCC(n2nccc2NC(=O)C2CC2)CC1)c1ccccc1
Strongest force on any atom: 0.781 eV Å⁻¹
Gap between HOMO and LUMO: 9.5 eV

***

2.
Density functional theory data (the ωB97M-V functional and the def2-TZVPD basis) for a molecular structure, C47H56ClGeMgN7O4P2 at a distorted geometry.

Cartesian coordinates (Å):
1 Mg 0.14520 0.39390 0.37410
2 C -1.11390 0.49230 5.60990
3 N -0.61850 -0.11110 4.42110
4 C 0.36720 -1.06610 4.29890
5 C 0.60500 -1.20080 2.96590
6 N -0.19300 -0.37810 2.25440
7 C -0.95190 0.29800 3.13780
8 P -1.56070 1.98080 2.82070
9 C -0.29550 2.85230 1.87990
10 N 0.38540 2.31390 0.85820
11 C 1.50360 3.05160 0.69070
12 C 1.55380 4.04270 1.62010
13 N 0.42390 3.91100 2.39320
14 C 0.03750 4.67070 3.53020
15 C -2.38480 1.42740 1.23900
16 N -1.97120 0.59440 0.31230
17 C -2.94280 0.52580 -0.62650
18 C -3.98230 1.33050 -0.26750
19 N -3.61950 1.89520 0.92230
20 C -4.40560 2.77700 1.73170
21 H -0.94980 -0.16130 6.47050
22 H -2.18500 0.68950 5.49740
23 H -0.61950 1.46030 5.78960
24 H 0.80330 -1.54140 5.15860
25 H 1.31790 -1.82540 2.46730
26 H 2.20760 2.81830 -0.08740
27 H 2.27420 4.81690 1.80700
28 H 0.73530 5.49430 3.68430
29 H 0.01440 4.03250 4.42680
30 H -0.97050 5.07980 3.39130
31 H -2.84080 -0.09880 -1.49010
32 H -4.91510 1.56530 -0.74500
33 H -5.33010 3.02060 1.20880
34 H -3.84790 3.69300 1.93890
35 H -4.64720 2.30350 2.68790
36 Cl -0.62110 2.20720 -1.99130
37 C -1.08360 -4.82280 2.19200
38 C 0.06320 -4.82820 1.18450
39 C 1.36730 -4.97540 1.96650
40 P 0.08410 -3.23050 0.13340
41 C -1.48670 -3.54120 -0.88450
42 C -1.43290 -2.82950 -2.23190
43 C -2.65720 -2.93630 -0.11040
44 C 1.51380 -3.72600 -0.99490
45 C 1.34180 -4.95670 -1.88730
46 C 1.99270 -2.50860 -1.77710
47 H -0.94750 -5.61670 2.92890
48 H -2.03940 -4.99510 1.70720
49 H -1.11170 -3.86960 2.71660
50 H -0.05590 -5.69160 0.51880
51 H 1.51950 -4.10370 2.59980
52 H 2.23200 -5.08390 1.31800
53 H 1.32700 -5.86130 2.60510
54 H -1.64220 -4.61930 -1.02970
55 H -1.12580 -1.79360 -2.08290
56 H -2.41940 -2.83700 -2.70100
57 H -0.74380 -3.29880 -2.92750
58 H -2.45680 -1.87890 0.03900
59 H -2.80210 -3.38760 0.86390
60 H -3.58640 -3.04670 -0.67260
61 H 2.31590 -3.94200 -0.28080
62 H 0.43300 -4.91600 -2.48020
63 H 1.32470 -5.87640 -1.30670
64 H 2.18370 -5.01480 -2.57670
65 H 1.25290 -2.16400 -2.49020
66 H 2.91220 -2.74230 -2.31420
67 H 2.18700 -1.68190 -1.09630
68 O 2.63760 0.66990 2.16370
69 C 2.84210 0.24470 1.02580
70 O 1.93500 -0.12590 0.21150
71 C 4.25170 0.14240 0.51560
72 C 4.53850 0.25920 -0.85110
73 C 5.83240 0.23860 -1.30810
74 C 6.90570 0.07440 -0.41210
75 C 6.61800 -0.08820 0.95810
76 C 5.32020 -0.03620 1.40240
77 N 8.21300 0.08520 -0.86450
78 O 9.15340 -0.08780 -0.03550
79 O 8.44470 0.27220 -2.09110
80 H 3.72310 0.38880 -1.55140
81 H 6.05490 0.35540 -2.35830
82 H 7.44230 -0.23710 1.64010
83 H 5.09950 -0.13220 2.45820
84 C 0.18520 0.58750 -2.11560
85 Ge 0.16880 0.31390 -4.10690
86 C -1.50640 -0.55750 -4.80960
87 C -2.73660 -0.14090 -4.31110
88 C -3.92130 -0.72270 -4.72570
89 C -3.89890 -1.74870 -5.65600
90 C -2.68790 -2.15040 -6.19140
91 C -1.51140 -1.55250 -5.77620
92 C 0.09060 2.08930 -5.07190
93 C 1.05080 3.06150 -4.81870
94 C 0.99270 4.31250 -5.40590
95 C -0.05000 4.62910 -6.26060
96 C -1.02820 3.68310 -6.50940
97 C -0.95190 2.43090 -5.92300
98 C 1.64680 -0.68200 -5.05550
99 C 2.71550 0.00720 -5.62130
100 C 3.77180 -0.65740 -6.21810
101 C 3.77400 -2.04010 -6.27640
102 C 2.71430 -2.74390 -5.73250
103 C 1.67520 -2.06980 -5.11920
104 H 1.24180 0.84740 -1.95840
105 H -2.76100 0.66100 -3.58600
106 H -4.86830 -0.37590 -4.32940
107 H -4.81690 -2.23820 -5.96250
108 H -2.65690 -2.93110 -6.94280
109 H -0.57430 -1.86860 -6.21390
110 H 1.85390 2.84250 -4.12610
111 H 1.75740 5.04970 -5.19830
112 H -0.10830 5.60980 -6.71640
113 H -1.85660 3.92590 -7.16570
114 H -1.72930 1.70270 -6.11830
115 H 2.72150 1.09060 -5.59150
116 H 4.59960 -0.09880 -6.63760
117 H 4.60080 -2.56340 -6.73730
118 H 2.69950 -3.82470 -5.79180
119 H 0.86630 -2.64070 -4.68410

Cartesian forces (eV/Å) of the 3 atoms listed first:
Mg -0.7 -1.0 -1.3
C -0.1 0.3 0.3
N -0.1 -0.2 -0.9

Output
Lowest unoccupied orbital energy (spin up / spin down): 3.6 / 3.7 eV
E_tot: -5928.74289 Ha
Energy relative to the best compared isomer or geometry (same formula, charge and spin): 25.6 kcal per mole
Strongest force on any atom: 1.777 eV Å⁻¹
Gap between HOMO and LUMO (spin up / spin down): 3.3 / 3.9 eV
Total charge: -2

***

3.
Density functional theory data (the ωB97M-V functional and the def2-TZVPD basis) for 5 unconnected molecules or ions with the total composition C36H42INO18PSi.

Cartesian coordinates (Å):
1 C -1.63312 -0.32643 4.15232
2 C -2.27081 0.44364 2.99530
3 C -1.64195 1.84266 2.93214
4 C -3.78836 0.47338 3.24597
5 C -4.72681 0.79804 2.07089
6 P -5.10805 2.56663 1.59419
7 O -3.70865 3.15932 0.93602
8 I -5.08025 3.79742 3.72003
9 Si -6.47514 0.08221 2.48153
10 C -7.67456 0.54147 1.10557
11 C -6.42026 -1.78989 2.60200
12 C -7.08184 0.69874 4.14894
13 C -4.21873 0.16457 0.73734
14 C -3.00681 -0.78364 0.82138
15 C -3.37791 -2.18642 1.32196
16 C -2.40425 -0.88399 -0.59250
17 N -1.95333 -0.25149 1.71589
18 O -0.86424 -0.91372 1.68418
19 H -2.00133 -1.35342 4.20282
20 H -0.54973 -0.34302 4.06268
21 H -1.89974 0.18139 5.08420
22 H -2.08416 2.50810 3.67483
23 H -1.75264 2.28351 1.94562
24 H -0.57434 1.76498 3.14386
25 H -4.07274 -0.50238 3.65714
26 H -3.95370 1.18764 4.05599
27 H -3.90684 3.52269 0.06438
28 H -8.36264 -0.28680 0.91545
29 H -8.26040 1.42406 1.36860
30 H -7.15246 0.75889 0.17048
31 H -7.39896 -2.10213 2.98003
32 H -5.67253 -2.14587 3.31396
33 H -6.25590 -2.28877 1.64624
34 H -7.60733 1.65228 4.07826
35 H -7.76403 -0.04276 4.57369
36 H -6.25675 0.83211 4.85298
37 H -5.00999 -0.41727 0.25041
38 H -3.95220 0.95041 0.02510
39 H -3.60521 -2.19952 2.38823
40 H -2.54489 -2.86547 1.14319
41 H -4.25045 -2.55692 0.77942
42 H -1.59408 -0.16405 -0.70328
43 H -3.15837 -0.65306 -1.34881
44 H -2.01109 -1.87895 -0.79837
45 C 4.10891 4.15196 5.02984
46 C 2.91907 3.53941 5.13314
47 C 1.65350 4.10166 4.50677
48 O 0.64166 3.44318 4.66680
49 C 1.72461 5.34739 3.77979
50 C 2.91422 5.95747 3.67680
51 C 4.17767 5.38669 4.29253
52 O 5.19820 6.03658 4.11455
53 O 3.10852 7.09790 3.03466
54 O 2.72466 2.40363 5.77810
55 H 5.01154 3.75871 5.47594
56 H 0.82102 5.74391 3.33948
57 H 4.06461 7.29154 3.11390
58 H 1.77161 2.19906 5.67561
59 C -2.95624 -2.48483 -3.96218
60 C -2.02046 -1.60016 -4.33604
61 C -0.86539 -1.96759 -5.25317
62 O -0.09748 -1.06077 -5.52458
63 C -0.75242 -3.32527 -5.73310
64 C -1.68899 -4.20788 -5.35544
65 C -2.85180 -3.83989 -4.45188
66 O -3.63692 -4.73556 -4.19269
67 O -1.69966 -5.47994 -5.72712
68 O -1.99990 -0.33324 -3.95414
69 H -3.78119 -2.23054 -3.31234
70 H 0.07955 -3.58560 -6.37434
71 H -2.49271 -5.87075 -5.30608
72 H -1.20948 0.05679 -4.38367
73 C 7.75020 1.69863 2.16047
74 C 8.86825 1.11968 2.62214
75 C 9.68183 1.70456 3.76422
76 O 10.66990 1.06960 4.09267
77 C 9.24855 2.93867 4.37004
78 C 8.13370 3.52769 3.90575
79 C 7.30757 2.92864 2.77590
80 O 6.30015 3.53787 2.46238
81 O 7.64321 4.65422 4.38404
82 O 9.37313 -0.00673 2.14550
83 H 7.16482 1.28247 1.35310
84 H 9.83552 3.35508 5.17618
85 H 6.83399 4.87359 3.87063
86 H 10.17589 -0.17946 2.68086
87 C 2.34697 -3.61387 -9.61842
88 C 3.10179 -3.88432 -10.69440
89 C 4.30936 -4.80575 -10.63675
90 O 4.90118 -4.97450 -11.68794
91 C 4.67145 -5.40691 -9.37472
92 C 3.91815 -5.13449 -8.29901
93 C 2.70397 -4.22468 -8.36184
94 O 2.09934 -4.06890 -7.31363
95 O 4.14766 -5.62364 -7.09173
96 O 2.87945 -3.38871 -11.89918
97 H 1.48810 -2.95904 -9.65370
98 H 5.53482 -6.05546 -9.33670
99 H 3.44306 -5.26046 -6.51695
100 H 3.58070 -3.76256 -12.47271

Cartesian forces (eV/Å) of the 3 atoms listed first:
C -0.1 0.1 0.2
C 0.1 0.1 0.0
C 0.1 -0.1 0.0

Output
Lowest unoccupied orbital energy (spin up / spin down): -1.6 / -1.6 eV
E_tot: -3734.61902 Ha
Strongest force on any atom: 0.572 eV Å⁻¹
Gap between HOMO and LUMO (spin up / spin down): 6.3 / 7.3 eV
Multiplicity: 2